Entry 1:
C5H32N2O10 | ωB97M-V/def2-TZVPD

Last column: Mulliken charge in e.
Cartesian coordinates (Å):
C: 1.610 1.425 1.624  -0.094
N: 1.445 0.178 0.491  -0.467
C: 0.189 -0.540 0.740  1.398
C: -0.411 -1.370 -0.467  -0.817
O: -1.193 -0.225 -0.926  -0.588
C: 0.429 -1.541 1.926  -0.325
N: 0.106 -1.126 3.330  -0.443
C: 0.837 2.672 1.128  -0.895
H: 2.661 1.548 1.847  0.364
H: 1.267 0.855 2.719  0.039
H: 1.058 0.756 -0.345  0.198
H: -0.732 0.110 0.999  -0.765
H: -1.079 -2.157 -0.225  0.561
H: 0.394 -1.604 -1.222  0.173
H: -1.801 -0.304 -1.743  0.304
H: 1.515 -1.981 1.746  0.054
H: 0.126 -2.525 1.537  -0.064
H: 0.796 -1.238 4.043  0.231
H: -0.215 -0.223 3.411  0.192
H: 0.791 3.402 1.954  0.516
H: -0.170 2.257 0.995  0.250
H: 1.177 3.119 0.182  0.297
H: -1.396 -0.251 -4.809  0.359
H: -0.872 -1.454 -3.917  0.317
O: -1.675 -1.175 -4.348  -0.670
H: -2.108 4.244 0.584  0.296
H: -1.351 3.781 1.873  0.342
O: -2.154 3.710 1.395  -0.637
H: 2.777 -1.323 -4.253  0.264
H: 2.368 -0.556 -2.881  0.334
O: 2.270 -0.799 -3.773  -0.596
H: -0.775 -4.616 0.468  0.250
H: 0.292 -4.676 -0.484  0.268
O: -0.525 -4.377 -0.379  -0.545
H: -2.231 0.863 2.072  0.291
H: -2.245 1.933 3.134  0.258
O: -1.697 1.324 2.758  -0.556
H: -1.768 2.277 -2.668  0.283
H: -3.088 1.852 -3.452  0.329
O: -2.257 2.353 -3.565  -0.615
H: 1.746 3.334 -2.823  0.333
H: 0.437 3.101 -2.053  0.268
O: 1.284 3.666 -2.029  -0.639
H: -1.473 -4.058 2.727  0.295
H: -1.866 -2.649 3.093  0.337
O: -2.199 -3.491 2.882  -0.644
H: 3.523 -0.573 0.590  0.391
H: 4.625 -1.758 0.756  0.297
O: 4.501 -0.827 0.450  -0.729

The relative energy (zero: lowest compared OMol25 entry of this formula, charge and spin) is 172.3 kcal per mole. As for the largest force on an atom: 6.8 eV/A. For the molar mass, the calculation gives 280.32 g mol⁻¹. The calculation puts the highest occupied orbital energy at -0.33374 hartree. The SMILES is CCN[C@H](CN)CO.O.O.O.O.O.O.O.O.O. Its total energy is -29154.409 eV. For the frontier orbital gap, the calculation gives 9.09 eV.

***

Entry 2:
C5H32N2O10 | ωB97M-V/def2-TZVPD

Last column: Mulliken spin population.
Cartesian coordinates (Å):
C: -2.565 -1.096 -2.191  -0.001
C: -2.140 0.206 -1.514  -0.015
C: -1.575 -0.051 -0.147  0.032
C: -1.138 1.263 0.504  0.275
C: -0.498 1.111 1.735  0.225
N: 0.036 2.307 2.280  0.124
N: -1.418 2.466 0.045  0.247
H: -3.429 -1.110 -2.897  0.000
H: -2.726 -2.032 -1.616  0.000
H: -1.763 -1.387 -2.877  0.000
H: -3.041 0.861 -1.600  0.006
H: -1.556 0.734 -2.262  0.004
H: -2.366 -0.511 0.500  0.023
H: -0.637 -0.641 -0.171  -0.015
H: -0.311 0.224 2.299  0.102
H: 0.378 2.137 3.209  -0.013
H: 0.878 2.560 1.749  0.022
H: -1.872 2.682 -0.844  -0.007
H: -1.306 3.285 0.625  -0.009
H: 1.516 -0.511 -3.276  0.000
H: 0.670 0.065 -2.040  0.001
O: 1.151 0.301 -2.832  0.000
H: 0.458 1.996 -2.447  -0.002
H: 1.341 3.321 -2.466  0.000
O: 0.494 2.921 -2.717  0.002
H: 1.026 -2.456 -2.495  0.000
H: 2.420 -1.927 -2.049  0.000
O: 1.887 -2.158 -2.804  0.000
H: 1.857 -0.612 4.399  0.000
H: 0.356 -1.008 3.957  0.002
O: 1.289 -0.877 3.674  0.001
H: -1.128 0.013 4.285  0.001
H: -2.148 -0.856 3.539  -0.001
O: -1.297 -0.869 3.969  0.002
H: 2.074 -3.189 2.556  0.000
H: 1.615 -1.818 2.271  0.000
O: 1.947 -2.619 1.799  0.000
H: 3.154 0.131 -1.947  0.000
H: 3.175 0.095 -0.322  0.000
O: 3.672 0.080 -1.140  0.000
H: 2.685 2.111 -2.753  0.000
H: 3.214 2.069 -1.371  0.000
O: 3.134 2.679 -2.114  0.000
H: 1.303 -2.589 0.216  0.000
H: 0.859 -3.913 -0.462  0.000
O: 0.892 -2.958 -0.585  0.000
H: -3.984 -0.777 1.844  0.001
H: -3.152 0.595 2.055  -0.007
O: -3.430 -0.247 2.427  0.001

As for the total charge: +1. The relative energy (zero: lowest compared OMol25 entry of this formula, charge and spin) is 0.0 kcal per mole. As for the largest force on an atom: 3.3 eV/A. For the molar mass, the calculation gives 280.32 g mol⁻¹. The expectation value of S² is 0.757. The calculation puts the highest occupied orbital energy (spin up / spin down) at -0.49359 / -0.49434 hartree. Its total energy is -29151.543 eV. For the frontier orbital gap (spin up / spin down), the calculation gives 9.98 / 7.08 eV. Its multiplicity is 2.

***

Entry 3:
C5H32N2O11 | ωB97M-V/def2-TZVPD

Last column: Mulliken charge in e.
Cartesian coordinates (Å):
C: -1.542 2.533 -1.104  -0.655
N: -1.513 1.135 -0.850  0.041
C: -0.037 -0.376 1.517  -0.085
C: 0.563 0.233 0.264  0.664
C: -0.422 0.141 -0.948  1.393
C: 0.216 0.524 -2.240  -0.972
N: 0.861 -0.605 -2.953  -0.621
O: -2.420 3.210 -0.653  -0.658
H: -0.746 2.816 -1.610  1.062
H: -2.154 0.574 -0.277  0.033
H: 0.762 -0.674 2.293  0.060
H: -0.596 -1.381 1.275  0.089
H: -0.639 0.459 2.067  -0.198
H: 1.026 1.321 0.305  0.095
H: 1.630 -0.154 -0.126  -0.622
H: -0.821 -0.958 -1.037  -0.692
H: -0.547 0.840 -2.941  0.385
H: 0.881 1.377 -2.089  0.377
H: 1.359 -1.148 -2.286  0.157
H: 1.459 -0.430 -3.694  0.236
H: 0.878 1.431 3.964  0.334
H: -0.611 0.891 4.076  0.302
O: 0.291 0.584 3.896  -0.687
H: -3.502 0.086 1.412  0.342
H: -3.688 -1.370 1.910  0.307
O: -3.822 -0.834 1.146  -0.658
H: 4.222 -1.105 -0.797  0.327
H: 3.524 -0.775 0.489  0.357
O: 4.167 -0.417 -0.103  -0.726
H: -1.845 -2.995 -1.227  0.336
H: -0.489 -3.313 -1.972  0.308
O: -0.967 -3.578 -1.243  -0.740
H: 2.665 -1.884 2.846  0.325
H: 2.403 -2.742 1.735  0.381
O: 3.061 -2.606 2.451  -0.659
H: -3.840 -1.332 -2.050  0.288
H: -3.625 -1.390 -0.441  0.430
O: -3.336 -1.750 -1.339  -0.698
H: 1.588 4.096 -0.171  0.301
H: 0.488 3.471 -0.839  0.309
O: 0.841 4.382 -0.616  -0.657
H: 3.930 2.203 -0.453  0.334
H: 3.253 0.984 -0.336  0.377
O: 2.989 1.811 -0.578  -0.546
H: 1.610 -3.817 -0.399  0.318
H: 0.524 -2.899 -0.023  0.315
O: 1.435 -2.865 0.080  -0.639
H: -3.770 2.141 0.681  0.394
H: -2.464 2.391 1.477  0.295
O: -3.231 1.761 1.511  -0.756

The relative energy (zero: lowest compared OMol25 entry of this formula, charge and spin) is 136.5 kcal per mole. As for the largest force on an atom: 7.6 eV/A. For the molar mass, the calculation gives 296.31 g mol⁻¹. The calculation puts the highest occupied orbital energy at -0.34667 hartree. The SMILES is CC[C@H](CN)NC=O.O.O.O.O.O.O.O.O.O.O. Its total energy is -31204.056 eV. For the frontier orbital gap, the calculation gives 9.50 eV.

***

Entry 4:
C5H32N3O8 | ωB97M-V/def2-TZVPD

Last column: Mulliken charge in e.
Cartesian coordinates (Å):
N: -0.696 -0.819 -3.323  -0.110
C: -1.335 0.274 -2.564  -0.985
C: -0.738 0.708 -1.226  -0.514
N: -1.247 -0.339 -0.233  0.146
C: -0.313 -0.688 0.885  0.205
C: -0.970 -0.564 2.330  -1.033
N: -0.964 0.710 2.909  -0.184
C: 0.145 1.340 3.651  -0.955
H: -1.216 -1.556 -2.966  0.366
H: -0.908 -0.637 -4.268  0.375
H: 0.395 -1.076 -3.394  0.325
H: -1.216 1.225 -3.215  0.311
H: -2.347 -0.087 -2.575  0.335
H: 0.245 0.953 -1.013  0.793
H: -1.433 1.670 -1.093  0.058
H: -2.186 0.007 0.071  0.111
H: -0.045 -1.735 0.836  0.291
H: 0.572 -0.159 1.058  -0.326
H: -1.981 -0.927 2.324  0.322
H: -0.324 -1.244 2.853  0.496
H: -1.333 1.400 2.398  0.223
H: 0.622 2.102 2.951  0.083
H: 0.986 0.808 3.876  0.516
H: -0.219 1.997 4.487  0.307
H: -3.275 -1.639 -0.082  0.239
H: -3.721 -3.060 -0.341  0.308
O: -2.926 -2.484 -0.410  -0.554
H: 3.795 -2.192 -1.007  0.313
H: 2.635 -3.336 -0.552  0.343
O: 3.144 -2.943 -1.259  -0.711
H: 2.158 0.801 1.827  0.195
H: 3.602 1.083 2.491  0.319
O: 2.988 0.351 2.265  -0.644
H: 1.712 3.045 -2.685  0.310
H: 0.659 2.886 -1.497  0.438
O: 0.836 2.736 -2.426  -0.625
H: -0.370 3.435 0.137  0.299
H: 1.218 3.450 0.704  0.304
O: 0.452 2.960 0.216  -0.699
H: -3.934 1.961 0.028  0.286
H: -3.780 1.559 1.605  0.311
O: -3.285 1.461 0.706  -0.622
H: 2.811 -1.758 1.656  0.263
H: 2.811 -3.195 1.680  0.270
O: 2.571 -2.529 1.074  -0.519
H: 2.716 -1.930 -3.452  0.254
H: 1.833 -2.080 -2.256  0.409
O: 1.855 -1.943 -3.182  -0.642

As for the total charge: +1. The relative energy (zero: lowest compared OMol25 entry of this formula, charge and spin) is 99.9 kcal per mole. As for the largest force on an atom: 6.7 eV/A. For the molar mass, the calculation gives 262.32 g mol⁻¹. The calculation puts the highest occupied orbital energy at -0.38486 hartree. Its total energy is -26544.842 eV. For the frontier orbital gap, the calculation gives 7.93 eV.